The following is a quantum chemistry calculation of a cluster of 2 separate species, C10H16 in total at a distorted geometry, from the Open Molecules 2025 dataset.

* LUMO energy: 1.0 eV
* SMILES string: Cc1ccccc1.CCC
* molecular weight: 136.24 g/mol
* relative energy (zero: lowest compared OMol25 entry of this formula, charge and spin): 238.4 kJ/mol
* charge: 0
* HOMO-LUMO gap: 9.882 eV
* highest occupied orbital energy: -8.92 eV

Cartesian coordinates (Å):
C  2.174  1.732  -0.668
C  1.771  0.976  0.481
C  2.400  1.130  1.714
C  1.939  0.421  2.800
C  0.904  -0.523  2.649
C  0.094  -0.589  1.502
C  0.673  0.198  0.403
H  1.539  1.944  -1.636
H  2.979  1.086  -1.135
H  2.592  2.677  -0.400
H  3.270  1.721  1.935
H  2.444  0.645  3.758
H  0.857  -1.180  3.608
H  -0.699  -1.151  1.318
H  0.168  0.204  -0.583
C  -3.957  -0.505  -1.831
C  -2.577  -0.583  -2.683
C  -1.832  -1.874  -2.421
H  -4.014  -1.288  -1.017
H  -4.787  -0.692  -2.595
H  -4.093  0.494  -1.498
H  -2.930  -0.569  -3.744
H  -2.000  0.199  -2.482
H  -2.037  -2.531  -3.333
H  -0.726  -1.749  -2.470
H  -2.096  -2.106  -1.404

The following is a quantum chemistry calculation of a cluster of 2 separate species, C2H9NO2 in total at a distorted geometry, from the Open Molecules 2025 dataset.

* LUMO energy: 0.8 eV
* SMILES string: CNCO.O
* molecular weight: 79.10 g/mol
* relative energy (zero: lowest compared OMol25 entry of this formula, charge and spin): 145.7 kJ/mol
* charge: 0
* HOMO-LUMO gap: 9.367 eV
* highest occupied orbital energy: -8.53 eV

Cartesian coordinates (Å):
C  0.566  -0.928  -1.602
N  0.411  -1.344  -0.222
C  0.047  -0.273  0.692
O  1.086  0.601  0.644
H  0.698  0.075  -1.659
H  -0.319  -1.242  -2.293
H  1.283  -1.668  -2.073
H  -0.154  -2.215  -0.096
H  -0.810  0.469  0.599
H  -0.221  -0.557  1.783
H  1.847  0.233  1.008
O  -1.697  2.198  0.780
H  -2.018  2.181  1.646
H  -0.719  2.467  0.793

The following is a quantum chemistry calculation of a structure of composition C6H6N2 at a distorted geometry, from the Open Molecules 2025 dataset.

* LUMO energy: -0.9 eV
* molecular weight: 106.13 g/mol
* relative energy (zero: lowest compared OMol25 entry of this formula, charge and spin): 519.3 kJ/mol
* charge: 0
* HOMO-LUMO gap: 7.428 eV
* highest occupied orbital energy: -8.33 eV

Cartesian coordinates (Å):
C  -0.822  1.730  0.105
C  -0.986  0.330  -0.129
C  -2.156  -0.258  -0.206
C  0.212  -0.462  0.105
C  1.536  0.147  0.023
C  2.824  -0.103  -0.444
H  -1.513  2.409  -0.437
H  -0.728  1.908  1.455
H  0.266  1.916  -0.063
H  -0.672  -2.171  0.013
H  0.975  -2.429  -0.077
H  3.947  -0.265  -0.392
N  -3.063  -0.903  -0.303
N  0.179  -1.850  0.349

The following is a quantum chemistry calculation of a cluster of 2 separate species, C4H13N2O in total at a distorted geometry, from the Open Molecules 2025 dataset.

* LUMO energy: -4.0 eV
* molecular weight: 105.16 g/mol
* relative energy (zero: lowest compared OMol25 entry of this formula, charge and spin): 319.7 kJ/mol
* charge: +1
* HOMO-LUMO gap: 10.923 eV
* highest occupied orbital energy: -14.93 eV

Cartesian coordinates (Å):
C  -0.146  0.293  4.018
C  -0.495  0.229  2.419
C  0.104  -0.729  1.379
N  0.378  -0.155  -0.004
C  -0.516  0.126  -0.884
N  -0.341  0.971  -1.923
H  -0.214  -0.776  4.244
H  0.793  0.665  4.408
H  -0.921  0.813  4.691
H  -1.654  0.026  2.513
H  -0.378  1.228  2.110
H  1.032  -1.167  1.717
H  -0.427  -1.613  1.066
H  1.091  0.575  0.011
H  -1.391  -0.478  -0.724
H  -1.173  1.345  -2.375
H  0.596  0.804  -2.168
H  0.640  -1.210  -5.097
H  0.825  -1.246  -3.654
O  0.905  -0.524  -4.355

The following is a quantum chemistry calculation of the ion C4H10NO2 with charge -1 at a distorted geometry, from the Open Molecules 2025 dataset.

* LUMO energy: 3.6 eV
* SMILES string: [O-]CNCCCO
* molecular weight: 104.13 g/mol
* relative energy (zero: lowest compared OMol25 entry of this formula, charge and spin): 301.1 kJ/mol
* charge: -1
* HOMO-LUMO gap: 6.116 eV
* highest occupied orbital energy: -2.47 eV

Cartesian coordinates (Å):
O  0.648  2.942  -0.763
C  -0.347  2.593  0.019
N  -0.698  1.085  0.078
C  0.399  0.269  0.512
C  -0.021  -1.179  0.844
C  -0.198  -1.967  -0.455
O  1.061  -2.209  -1.059
H  -1.325  2.978  -0.375
H  -0.229  2.781  1.114
H  -1.074  0.784  -0.812
H  0.774  0.671  1.460
H  1.255  0.195  -0.171
H  0.857  -1.608  1.317
H  -0.830  -1.345  1.552
H  -0.691  -2.933  -0.338
H  -0.818  -1.380  -1.082
H  1.237  -1.676  -1.840

The following is a quantum chemistry calculation of a cluster of 4 separate species, C25H30IN2O9P in total, from the Open Molecules 2025 dataset.

* LUMO energy: -1.8 eV
* SMILES string: NCCO[C@@](CN)(CCCI)P(O)O.O=C1C=CC(=O)C=C1.O=C1C=CC(=O)C=C1.O=C1C=CC(=O)C=C1
* molecular weight: 660.40 g/mol
* charge: 0
* HOMO-LUMO gap: 6.410 eV
* highest occupied orbital energy: -8.20 eV

Cartesian coordinates (Å):
N  -4.082  -2.974  -2.407
C  -2.655  -2.656  -2.299
C  -2.248  -2.325  -0.864
O  -2.390  -0.939  -0.562
C  -1.264  -0.105  -0.303
C  -1.715  1.264  -0.871
N  -0.943  2.391  -0.357
C  -1.036  0.046  1.221
C  -1.096  -1.235  2.070
C  0.276  -1.652  2.572
I  0.215  -3.587  3.493
P  0.391  -0.410  -1.130
O  -0.075  -0.975  -2.612
O  0.746  -1.874  -0.445
H  -4.526  -2.492  -3.174
H  -4.247  -3.963  -2.527
H  -2.028  -3.477  -2.658
H  -2.449  -1.789  -2.929
H  -1.244  -2.675  -0.639
H  -2.950  -2.854  -0.214
H  -2.789  1.322  -0.666
H  -1.605  1.267  -1.961
H  -0.898  3.109  -1.069
H  -1.377  2.790  0.465
H  -1.816  0.723  1.580
H  -0.091  0.569  1.395
H  -1.581  -2.049  1.538
H  -1.715  -1.038  2.947
H  1.005  -1.744  1.779
H  0.622  -0.977  3.349
H  -0.919  -0.629  -2.921
H  1.406  -2.339  -0.971
O  2.467  3.335  8.256
C  1.798  2.763  7.425
C  1.028  1.538  7.763
C  0.293  0.911  6.849
C  0.212  1.412  5.454
O  -0.459  0.840  4.621
C  0.982  2.634  5.113
C  1.717  3.260  6.026
H  1.107  1.198  8.787
H  -0.276  0.016  7.064
H  0.906  2.970  4.086
H  2.291  4.152  5.808
O  3.601  -3.416  -1.468
C  3.163  -4.512  -1.743
C  2.098  -5.148  -0.928
C  1.604  -6.340  -1.251
C  2.104  -7.090  -2.432
O  1.653  -8.175  -2.726
C  3.178  -6.457  -3.240
C  3.668  -5.263  -2.921
H  1.747  -4.587  -0.069
H  0.822  -6.822  -0.678
H  3.524  -7.024  -4.095
H  4.445  -4.774  -3.495
O  -0.737  3.817  -3.085
C  -0.423  4.967  -3.317
C  0.651  5.635  -2.540
C  0.996  6.895  -2.789
C  0.321  7.682  -3.854
O  0.634  8.829  -4.082
C  -0.752  7.008  -4.631
C  -1.096  5.747  -4.383
H  1.126  5.033  -1.775
H  1.775  7.410  -2.242
H  -1.225  7.605  -5.400
H  -1.872  5.231  -4.932